Entry 1:
The following is a DFT calculation (ωB97M-V with the def2-TZVPD basis set) of 10 unconnected molecules or ions with the total composition C50H128N12O18 at a distorted geometry.

Element x y z (Å)
C  -40.627  -22.873  -4.813
O  -41.657  -22.559  -3.874
C  -42.864  -22.313  -4.525
C  -43.871  -21.699  -3.585
N  -43.343  -20.344  -3.176
C  -44.332  -19.628  -2.227
C  -43.701  -18.488  -1.531
O  -42.851  -18.875  -0.451
C  -41.852  -17.962  -0.023
H  -41.020  -23.592  -5.571
H  -39.905  -23.421  -4.241
H  -40.237  -22.014  -5.364
H  -43.199  -23.258  -4.929
H  -42.722  -21.500  -5.281
H  -44.029  -22.350  -2.689
H  -44.795  -21.664  -4.140
H  -42.512  -20.558  -2.607
H  -44.852  -20.248  -1.476
H  -45.032  -19.181  -2.911
H  -44.475  -17.789  -1.144
H  -43.137  -17.831  -2.235
H  -41.300  -18.526  0.761
H  -42.373  -17.138  0.391
H  -41.192  -17.690  -0.857
C  -32.203  -20.370  -0.273
O  -32.382  -19.043  -0.931
C  -31.839  -17.965  -0.089
C  -32.766  -17.648  1.125
N  -34.174  -17.306  0.788
C  -34.198  -15.850  0.407
C  -35.547  -15.086  0.440
O  -36.509  -15.544  -0.529
C  -37.287  -16.729  -0.144
H  -32.945  -20.508  0.490
H  -31.260  -20.465  0.272
H  -32.322  -21.071  -1.095
H  -31.823  -17.051  -0.627
H  -30.870  -18.304  0.253
H  -32.295  -16.955  1.815
H  -32.893  -18.592  1.685
H  -34.568  -17.818  0.005
H  -33.745  -15.774  -0.614
H  -33.575  -15.276  1.089
H  -35.327  -14.050  0.212
H  -36.007  -15.035  1.441
H  -36.643  -17.645  -0.115
H  -38.087  -16.832  -0.830
H  -37.733  -16.604  0.780
C  -36.959  -24.687  -4.465
O  -35.579  -24.546  -4.410
C  -35.150  -23.272  -3.828
C  -35.710  -22.840  -2.454
N  -36.943  -22.036  -2.743
C  -37.642  -21.597  -1.557
C  -38.867  -22.428  -1.194
O  -39.540  -21.815  -0.099
C  -40.805  -22.312  0.248
H  -37.374  -23.832  -5.022
H  -37.460  -24.722  -3.447
H  -37.249  -25.589  -5.045
H  -35.471  -22.463  -4.505
H  -34.056  -23.264  -3.827
H  -34.941  -22.368  -1.864
H  -36.042  -23.725  -1.883
H  -36.516  -21.167  -3.027
H  -37.982  -20.584  -1.719
H  -37.040  -21.609  -0.677
H  -38.712  -23.506  -1.006
H  -39.584  -22.346  -2.008
H  -41.202  -21.561  0.992
H  -40.716  -23.305  0.616
H  -41.406  -22.279  -0.671
C  -29.797  -15.424  -3.133
O  -29.348  -16.491  -2.348
C  -28.745  -15.952  -1.148
C  -27.998  -17.036  -0.346
N  -26.581  -16.962  -0.462
C  -25.855  -17.965  0.270
C  -26.142  -17.864  1.754
O  -25.717  -16.674  2.402
C  -24.309  -16.449  2.385
H  -30.247  -15.729  -4.092
H  -29.019  -14.711  -3.431
H  -30.525  -14.835  -2.498
H  -29.586  -15.542  -0.630
H  -28.066  -15.108  -1.320
H  -28.306  -17.974  -0.823
H  -28.358  -16.849  0.653
H  -26.276  -16.040  -0.207
H  -24.775  -17.829  0.007
H  -26.146  -18.890  -0.213
H  -25.655  -18.743  2.225
H  -27.199  -17.863  1.915
H  -23.992  -15.972  3.321
H  -24.050  -15.862  1.503
H  -23.865  -17.431  2.228
C  -32.487  -18.516  -3.850
O  -33.840  -18.451  -4.103
C  -34.620  -18.372  -2.927
C  -36.041  -18.133  -3.290
N  -36.556  -19.315  -3.992
C  -37.839  -19.146  -4.556
C  -37.980  -20.158  -5.770
O  -37.164  -19.747  -6.854
C  -37.382  -18.470  -7.486
H  -32.089  -18.650  -4.869
H  -32.188  -19.346  -3.206
H  -32.044  -17.624  -3.333
H  -34.262  -17.599  -2.192
H  -34.487  -19.280  -2.336
H  -36.138  -17.259  -3.927
H  -36.621  -17.927  -2.391
H  -35.922  -19.661  -4.718
H  -37.883  -18.081  -5.016
H  -38.660  -19.191  -3.837
H  -39.035  -20.239  -6.070
H  -37.648  -21.138  -5.426
H  -38.399  -18.326  -7.892
H  -36.675  -18.423  -8.358
H  -37.161  -17.687  -6.774
C  -33.811  -14.885  -3.125
O  -33.978  -14.456  -4.441
C  -33.697  -15.373  -5.474
C  -33.439  -14.644  -6.805
N  -32.482  -13.600  -6.738
C  -31.051  -13.842  -6.482
C  -30.471  -12.567  -5.822
O  -30.841  -12.624  -4.443
C  -30.345  -11.549  -3.673
H  -33.952  -13.962  -2.458
H  -32.788  -15.202  -2.930
H  -34.541  -15.662  -2.839
H  -34.413  -16.175  -5.526
H  -32.734  -15.743  -5.189
H  -34.394  -14.304  -7.205
H  -33.114  -15.393  -7.507
H  -32.884  -12.919  -6.100
H  -30.528  -13.967  -7.469
H  -30.868  -14.708  -5.859
H  -30.869  -11.721  -6.373
H  -29.455  -12.628  -5.920
H  -30.686  -10.564  -4.072
H  -29.211  -11.593  -3.677
H  -30.631  -11.706  -2.654
C  -26.431  -19.388  -11.842
O  -27.042  -19.656  -10.567
C  -26.358  -19.012  -9.505
C  -27.137  -19.219  -8.233
N  -28.378  -18.488  -8.314
C  -29.166  -18.304  -7.136
C  -30.536  -17.635  -7.536
O  -31.295  -18.537  -8.318
C  -32.316  -17.941  -9.066
H  -26.533  -18.325  -12.077
H  -27.005  -19.901  -12.654
H  -25.381  -19.708  -11.859
H  -26.309  -17.895  -9.742
H  -25.349  -19.459  -9.382
H  -26.540  -18.757  -7.443
H  -27.271  -20.269  -7.979
H  -28.958  -18.878  -9.021
H  -28.741  -17.658  -6.305
H  -29.348  -19.266  -6.548
H  -30.340  -16.807  -8.190
H  -31.054  -17.338  -6.666
H  -31.934  -17.195  -9.688
H  -33.084  -17.517  -8.420
H  -32.700  -18.739  -9.667
C  -41.949  -18.416  -6.963
O  -42.837  -18.006  -7.958
C  -43.953  -17.287  -7.592
C  -44.886  -17.086  -8.765
N  -45.554  -18.331  -9.126
C  -46.560  -18.281  -10.179
C  -46.951  -19.642  -10.660
O  -45.958  -20.388  -11.203
C  -46.179  -21.705  -11.472
H  -40.987  -18.396  -7.430
H  -42.124  -19.451  -6.727
H  -41.893  -17.717  -6.104
H  -43.689  -16.261  -7.253
H  -44.475  -17.738  -6.784
H  -44.323  -16.690  -9.594
H  -45.657  -16.370  -8.484
H  -44.829  -19.015  -9.318
H  -46.309  -17.596  -11.020
H  -47.465  -17.838  -9.721
H  -47.858  -19.520  -11.272
H  -47.409  -20.278  -9.849
H  -46.121  -22.288  -10.555
H  -45.363  -22.069  -12.126
H  -47.094  -21.816  -12.000
N  -39.013  -15.438  -3.336
C  -38.079  -14.941  -4.223
N  -36.947  -14.344  -3.673
O  -38.258  -14.965  -5.460
H  -39.901  -15.691  -3.719
H  -39.121  -14.953  -2.409
H  -36.720  -14.653  -2.761
H  -36.183  -14.305  -4.349
N  -36.735  -22.861  -7.663
C  -37.837  -23.666  -7.626
N  -37.865  -24.891  -8.250
O  -38.845  -23.343  -6.972
H  -36.929  -21.881  -7.417
H  -35.903  -23.169  -8.159
H  -38.651  -25.457  -8.034
H  -37.083  -25.351  -8.685

The value obtained for the LUMO energy is 0.431 eV. Its total energy is -108650.04837 eV. The value obtained for the HOMO energy is -0.3061 Ha. The gap between HOMO and LUMO comes out at 0.3219 Eh. The total charge is 0. The energy relative to the best compared isomer or geometry (same formula, charge and spin) is 48.1 kcal per mole.

Entry 2:
The following is a DFT calculation (ωB97M-V with the def2-TZVPD basis set) of 12 unconnected molecules or ions with the total composition C50H130N10O12 at a distorted geometry.

Element x y z (Å)
C  5.270  -7.652  0.170
C  4.178  -6.868  -0.587
C  3.055  -7.784  -1.032
C  3.603  -5.861  0.445
C  2.853  -4.716  -0.283
C  3.798  -4.010  -1.270
C  4.414  -4.837  -2.362
C  3.519  -4.992  -3.606
C  5.686  -4.003  -2.731
N  4.787  -6.197  -1.781
O  5.594  -7.016  -2.554
H  5.458  -8.690  -0.103
H  6.237  -7.152  0.102
H  5.037  -7.718  1.233
H  2.193  -7.347  -1.537
H  3.502  -8.503  -1.719
H  2.554  -8.276  -0.199
H  2.761  -6.232  1.030
H  4.274  -5.556  1.248
H  1.999  -5.080  -0.854
H  2.327  -4.092  0.440
H  4.517  -3.384  -0.741
H  3.175  -3.221  -1.693
H  4.130  -5.180  -4.490
H  2.875  -4.125  -3.752
H  2.879  -5.866  -3.480
H  6.164  -4.659  -3.458
H  6.448  -3.928  -1.956
H  5.601  -2.969  -3.066
H  4.919  -7.461  -3.071
C  0.250  4.616  0.346
C  1.636  4.983  -0.244
C  1.503  5.828  -1.487
C  2.389  5.841  0.770
C  3.222  5.054  1.780
C  3.940  3.857  1.236
C  3.129  2.894  0.280
C  4.248  2.098  -0.436
C  2.236  2.058  1.148
N  2.397  3.762  -0.691
O  1.598  3.061  -1.592
H  -0.058  3.597  0.108
H  0.235  4.540  1.433
H  -0.540  5.307  0.052
H  2.378  5.977  -2.119
H  0.769  5.319  -2.111
H  1.076  6.799  -1.235
H  2.908  6.687  0.321
H  1.706  6.520  1.280
H  4.096  5.608  2.122
H  2.606  4.672  2.594
H  4.397  3.264  2.029
H  4.805  4.072  0.609
H  4.976  1.700  0.272
H  4.901  2.654  -1.109
H  3.915  1.170  -0.899
H  1.803  2.619  1.975
H  2.705  1.221  1.665
H  1.404  1.515  0.699
H  1.991  3.317  -2.429
C  -4.329  6.027  -6.325
O  -3.598  4.862  -5.920
C  -3.283  4.859  -4.509
C  -2.389  3.699  -4.102
C  -1.154  3.635  -5.006
N  -3.115  2.403  -4.149
H  -3.784  6.916  -6.644
H  -4.810  6.488  -5.462
H  -5.180  5.794  -6.963
H  -2.802  5.748  -4.101
H  -4.212  4.754  -3.949
H  -1.815  3.751  -3.177
H  -0.427  3.040  -4.454
H  -0.733  4.579  -5.353
H  -1.343  3.072  -5.920
H  -3.492  2.412  -5.086
H  -3.914  2.392  -3.532
C  2.867  3.207  -7.354
O  2.736  1.789  -7.290
C  3.698  1.007  -6.530
C  3.563  0.961  -4.939
C  3.950  2.304  -4.337
N  4.539  0.002  -4.299
H  3.921  3.484  -7.356
H  2.307  3.720  -6.572
H  2.446  3.635  -8.263
H  3.481  -0.018  -6.830
H  4.704  1.389  -6.701
H  2.590  0.559  -4.655
H  4.812  2.810  -4.770
H  4.279  2.223  -3.301
H  3.020  2.869  -4.270
H  4.209  -0.911  -4.576
H  4.303  -0.020  -3.318
C  -0.268  -2.744  1.268
O  -0.031  -2.885  2.712
C  -0.879  -3.889  3.418
C  -1.323  -3.364  4.829
C  -2.515  -4.113  5.394
N  -1.554  -1.922  4.853
H  -0.150  -3.673  0.712
H  0.316  -1.894  0.913
H  -1.321  -2.505  1.116
H  -1.745  -3.995  2.764
H  -0.459  -4.879  3.598
H  -0.419  -3.404  5.438
H  -2.536  -4.175  6.482
H  -2.495  -5.151  5.060
H  -3.415  -3.804  4.862
H  -1.314  -1.671  5.801
H  -0.888  -1.557  4.187
C  -2.883  -4.087  -1.893
O  -1.543  -4.297  -2.048
C  -0.660  -3.161  -2.147
C  -0.399  -2.490  -3.558
C  -0.389  -3.359  -4.700
N  0.872  -1.734  -3.674
H  -3.118  -3.431  -1.055
H  -3.390  -5.030  -1.688
H  -3.269  -3.567  -2.770
H  -0.810  -2.447  -1.337
H  0.342  -3.510  -1.896
H  -1.160  -1.734  -3.752
H  0.446  -4.045  -4.556
H  -0.227  -2.734  -5.578
H  -1.340  -3.874  -4.836
H  0.829  -1.103  -2.886
H  0.814  -1.102  -4.460
C  -9.280  2.548  0.107
O  -8.195  2.305  -0.679
C  -7.514  1.077  -0.310
C  -6.156  0.822  -0.963
C  -5.742  -0.673  -1.087
N  -5.077  1.398  -0.206
H  -8.853  2.714  1.096
H  -10.057  1.784  0.150
H  -9.789  3.470  -0.174
H  -7.490  0.880  0.762
H  -8.129  0.355  -0.847
H  -6.219  1.254  -1.962
H  -5.768  -1.147  -0.105
H  -4.767  -0.673  -1.575
H  -6.402  -1.282  -1.706
H  -4.807  0.978  0.672
H  -5.159  2.402  -0.137
C  2.729  0.679  7.007
O  2.303  -0.234  6.023
C  2.820  -0.225  4.701
C  2.679  -1.612  4.037
C  3.455  -2.708  4.716
N  3.006  -1.513  2.589
H  2.047  0.672  7.856
H  3.034  1.661  6.644
H  3.682  0.255  7.323
H  2.394  0.561  4.078
H  3.848  0.121  4.809
H  1.609  -1.793  4.138
H  3.268  -3.670  4.238
H  3.161  -2.866  5.753
H  4.516  -2.461  4.717
H  2.814  -2.401  2.149
H  2.468  -0.781  2.147
C  -2.347  3.884  2.143
O  -1.429  4.177  3.172
C  -1.421  3.251  4.238
C  -0.174  3.319  5.234
C  -0.380  2.257  6.373
N  0.088  4.732  5.671
H  -3.262  3.407  2.495
H  -1.882  3.373  1.300
H  -2.384  4.962  1.982
H  -2.334  3.424  4.808
H  -1.518  2.209  3.933
H  0.566  3.076  4.472
H  0.429  1.905  7.013
H  -0.865  1.398  5.908
H  -1.122  2.584  7.102
H  -0.687  5.181  6.136
H  0.185  5.366  4.891
C  -2.854  -0.019  1.625
O  -3.962  0.696  2.200
C  -3.975  0.624  3.657
C  -4.813  -0.674  4.037
C  -6.308  -0.437  4.245
N  -4.264  -1.098  5.315
H  -1.884  0.445  1.802
H  -2.784  -0.225  0.557
H  -2.851  -1.029  2.035
H  -2.920  0.566  3.927
H  -4.440  1.547  4.004
H  -4.721  -1.503  3.335
H  -6.448  0.095  5.187
H  -6.753  -1.390  4.529
H  -6.878  0.015  3.433
H  -3.377  -1.527  5.092
H  -4.774  -1.936  5.553
O  -2.436  0.420  -1.944
H  -2.588  1.055  -2.644
H  -3.177  0.536  -1.349
O  0.020  -0.270  -0.678
H  -0.855  -0.083  -1.020
H  0.563  0.449  -1.003

The value obtained for the LUMO energy is 0.396 eV. Its total energy is -93416.44785 eV. The value obtained for the HOMO energy is -0.2813 Ha. The gap between HOMO and LUMO comes out at 0.2958 Eh. The total charge is 0.